Entry 1:
145
Properties=species:S:1:pos:R:3 method="wB97M-V/def2-TZVPD" e_tot_ev=-108105.787 e_above_lowest_ev=0.000
S 13.022 23.204 20.780
S 17.016 20.602 18.669
S 13.906 19.180 17.506
O 19.573 21.029 12.031
O 10.604 22.689 16.713
O 17.337 17.698 13.391
O 19.117 15.980 17.020
O 16.142 21.524 17.859
O 13.173 13.600 15.882
O 12.800 24.865 16.852
O 9.907 16.445 12.777
O 12.538 17.131 11.422
O 14.863 18.207 16.792
O 15.023 26.310 17.803
O 10.064 19.181 14.253
O 18.213 18.655 16.137
O 13.947 22.443 21.684
O 12.765 11.131 17.483
O 18.785 18.955 10.104
O 18.548 22.698 14.103
O 9.976 10.203 17.994
C 17.776 15.618 17.202
C 17.519 23.266 14.834
C 19.303 22.455 11.875
C 9.882 9.949 19.339
C 11.731 11.909 18.036
C 18.118 22.800 12.699
C 13.723 20.480 16.320
C 13.408 22.915 19.039
C 11.474 24.895 16.217
C 18.520 21.521 18.829
C 15.138 25.517 16.605
C 14.702 27.698 17.644
C 9.502 17.729 12.323
C 16.598 20.862 20.418
C 14.097 14.750 15.776
C 20.275 20.528 10.908
C 18.487 17.561 10.075
C 17.004 16.558 14.119
C 9.526 21.939 16.340
C 13.957 17.059 11.483
C 17.079 18.922 14.033
C 10.369 24.070 16.900
C 12.012 15.833 11.720
C 10.366 11.505 17.621
C 19.471 17.211 17.650
C 13.440 24.921 20.971
C 9.050 18.615 13.474
C 12.264 18.487 17.369
C 10.492 15.746 11.729
C 13.752 25.379 15.950
C 19.574 18.397 16.607
C 12.837 11.263 16.061
C 13.807 12.378 15.663
C 10.927 20.224 13.690
C 20.069 19.098 10.659
C 18.109 19.494 14.950
H 18.847 21.727 17.739
H 18.719 17.089 11.024
H 12.199 17.636 17.999
H 14.524 14.847 14.796
H 10.350 11.613 16.530
H 9.536 8.909 19.441
H 12.379 15.497 12.676
H 19.022 22.681 10.821
H 13.513 15.723 15.878
H 17.245 22.153 12.557
H 14.500 25.183 20.786
H 20.132 23.102 12.224
H 15.765 20.225 20.511
H 15.396 28.148 16.911
H 8.414 19.408 13.075
H 9.611 12.138 18.069
H 10.159 16.130 10.743
H 17.457 17.410 9.931
H 14.295 23.427 18.673
H 17.129 16.469 17.029
H 20.321 18.033 15.874
H 15.004 28.214 18.566
H 10.536 24.203 17.983
H 11.593 19.198 17.839
H 13.867 24.705 15.061
H 8.440 18.038 14.191
H 11.346 20.777 14.476
H 8.732 17.660 11.495
H 16.513 23.055 14.440
H 11.932 12.960 17.814
H 16.125 18.796 14.553
H 12.893 21.060 16.501
H 14.400 18.043 11.169
H 15.485 24.476 16.870
H 11.097 25.901 16.186
H 13.380 21.834 19.001
H 20.080 18.470 11.571
H 17.916 16.168 14.613
H 12.548 23.281 18.473
H 14.343 16.881 12.497
H 11.928 11.848 19.137
H 16.446 21.936 20.779
H 13.149 25.066 22.010
H 19.861 19.309 17.093
H 11.978 18.119 16.332
H 17.845 23.884 12.553
H 10.364 14.659 11.842
H 14.864 14.748 16.510
H 20.529 17.084 17.935
H 13.420 26.377 15.608
H 17.663 15.257 18.276
H 17.482 20.474 20.930
H 19.973 21.094 9.922
H 19.300 20.913 19.350
H 9.804 20.842 16.123
H 17.626 24.341 14.690
H 19.049 19.619 14.466
H 8.754 21.987 17.155
H 10.345 18.208 11.851
H 11.556 24.446 15.198
H 10.411 20.909 12.949
H 18.747 17.339 18.435
H 13.663 19.887 15.376
H 11.864 11.512 15.639
H 21.379 20.678 11.060
H 11.732 19.747 13.100
H 12.777 25.465 20.274
H 17.658 22.976 15.896
H 10.775 10.036 19.905
H 17.525 14.775 16.548
H 14.281 16.185 10.895
H 9.184 10.578 19.966
H 19.075 17.162 9.215
H 14.739 12.281 16.226
H 12.392 15.181 10.902
H 9.417 24.462 16.560
H 13.642 27.793 17.315
H 17.697 20.473 15.256
H 14.122 12.243 14.634
H 16.660 15.844 13.301
H 20.820 18.785 9.964
H 13.209 10.314 15.751
H 18.174 22.470 19.264
H 9.099 22.275 15.402
H 14.635 20.979 16.458
H 16.843 19.694 13.309
H 16.216 16.728 14.831
H 15.755 26.029 15.930


Entry 2:
148
Properties=species:S:1:pos:R:3 method="wB97M-V/def2-TZVPD" e_tot_ev=-78623.798 smiles="CC1(C)CCCC(C)(C)N1O.CC1(C)CCCC(C)(C)N1O.CC1(C)CCCC(C)(C)N1O.NC(N)=O.NC(N)=O.NC(N)=O.NC(N)=O.NC(N)=O.CCO.CCO" e_above_lowest_ev=0.000
O 12.856 -27.789 -19.370
O 9.644 -28.528 -17.098
O 10.401 -22.110 -18.264
O 15.074 -20.018 -14.604
O 12.862 -19.919 -11.358
O 8.086 -23.462 -17.497
O 9.827 -20.056 -19.813
O 13.828 -27.118 -12.659
O 9.411 -26.176 -13.560
O 12.241 -23.705 -14.058
N 14.629 -25.065 -13.370
N 11.234 -27.581 -13.650
N 13.552 -21.735 -12.611
N 16.026 -26.755 -12.978
N 11.718 -22.306 -15.740
N 10.503 -24.193 -15.419
N 9.230 -28.402 -13.889
N 13.881 -27.951 -18.430
N 10.602 -18.760 -18.063
N 10.234 -17.887 -20.079
N 8.415 -28.634 -17.732
N 7.165 -22.429 -17.733
N 12.402 -22.064 -10.745
C 11.505 -23.432 -15.016
C 12.865 -26.246 -16.874
C 5.499 -21.273 -19.122
C 6.741 -21.762 -16.518
C 8.589 -31.070 -17.951
C 14.467 -25.592 -18.668
C 7.671 -26.540 -16.660
C 8.734 -26.488 -18.944
C 14.223 -30.257 -18.998
C 4.872 -20.639 -17.888
C 5.877 -22.658 -15.611
C 7.837 -27.326 -17.972
C 7.908 -21.174 -15.753
C 10.961 -23.256 -20.339
C 15.362 -19.377 -15.831
C 12.907 -21.118 -11.576
C 6.344 -28.547 -19.701
C 10.205 -18.980 -19.340
C 5.284 -23.703 -18.733
C 14.740 -26.336 -12.907
C 14.356 -19.815 -16.869
C 5.967 -20.489 -16.885
C 14.132 -26.728 -17.659
C 11.409 -22.888 -18.935
C 9.932 -27.294 -13.597
C 15.159 -29.422 -16.855
C 15.206 -28.202 -15.913
C 6.308 -22.592 -18.913
C 7.172 -22.785 -20.143
C 9.298 -29.695 -19.872
C 13.949 -29.314 -17.839
C 8.285 -29.744 -18.681
C 6.438 -27.451 -18.655
C 12.645 -29.791 -17.125
C 15.277 -26.922 -16.698
C 6.854 -29.875 -19.197
H 10.003 -23.779 -20.354
H 9.875 -23.885 -16.145
H 11.691 -23.767 -18.354
H 6.865 -30.544 -20.059
H 13.301 -30.358 -19.578
H 11.822 -29.798 -17.839
H 4.045 -21.255 -17.535
H 9.133 -28.848 -20.542
H 15.837 -19.999 -14.021
H 15.396 -25.776 -19.210
H 16.181 -26.891 -17.311
H 14.451 -24.562 -18.309
H 10.561 -17.024 -19.686
H 12.324 -22.293 -19.011
H 6.150 -30.265 -18.460
H 9.949 -17.928 -21.043
H 7.158 -27.103 -15.878
H 6.419 -23.590 -15.446
H 14.406 -31.271 -18.641
H 6.318 -26.491 -19.160
H 8.658 -21.929 -15.490
H 7.621 -23.778 -20.044
H 5.656 -24.493 -18.076
H 12.345 -21.640 -15.320
H 10.964 -17.867 -17.792
H 9.293 -30.612 -20.460
H 10.741 -22.383 -20.956
H 8.009 -22.097 -20.248
H 15.265 -26.071 -16.014
H 14.626 -19.567 -17.896
H 11.703 -23.878 -20.841
H 11.917 -21.759 -9.919
H 11.310 -22.161 -16.655
H 8.383 -25.458 -19.038
H 12.034 -27.836 -18.856
H 7.900 -31.255 -17.124
H 13.968 -21.118 -13.295
H 5.649 -27.563 -17.909
H 13.704 -25.627 -19.448
H 9.596 -31.050 -17.528
H 16.345 -19.706 -16.178
H 12.366 -29.150 -16.287
H 4.632 -21.509 -19.747
H 11.970 -26.907 -13.501
H 15.358 -18.291 -15.714
H 16.099 -29.766 -17.280
H 13.355 -19.398 -16.736
H 4.326 -23.394 -18.313
H 10.457 -19.583 -17.498
H 10.072 -21.438 -18.904
H 5.052 -24.202 -19.677
H 12.136 -25.876 -17.600
H 12.478 -23.017 -11.049
H 12.823 -30.781 -16.703
H 9.535 -28.767 -16.169
H 5.592 -20.165 -15.910
H 9.659 -29.303 -13.795
H 8.875 -23.059 -17.899
H 14.828 -30.185 -16.145
H 8.239 -28.258 -14.004
H 16.747 -26.065 -12.853
H 13.679 -24.770 -13.571
H 15.433 -24.478 -13.485
H 8.541 -31.968 -18.567
H 10.305 -25.046 -14.911
H 14.388 -28.261 -15.192
H 8.879 -26.870 -19.954
H 5.327 -28.747 -20.047
H 6.073 -20.538 -19.690
H 4.587 -19.630 -18.189
H 6.858 -28.193 -20.599
H 14.204 -20.896 -16.829
H 9.737 -26.381 -18.520
H 8.532 -20.490 -16.331
H 11.480 -28.540 -13.799
H 12.331 -27.006 -16.303
H 4.938 -22.922 -16.099
H 7.628 -20.770 -14.780
H 10.334 -29.466 -19.611
H 6.680 -19.747 -17.248
H 8.634 -26.199 -16.278
H 14.947 -29.829 -19.690
H 16.239 -27.705 -12.722
H 7.092 -25.617 -16.733
H 6.593 -22.845 -21.065
H 5.586 -22.185 -14.673
H 13.098 -22.579 -12.950
H 16.070 -28.300 -15.251
H 13.162 -25.431 -16.214


Entry 3:
138
Properties=species:S:1:pos:R:3 method="wB97M-V/def2-TZVPD" e_tot_ev=-62599.964 smiles=CC1(C)CCCC(C)(C)N1O.CC1(C)CCCC(C)(C)N1O.COC[C@H](C)N.COC[C@H](C)N.COC[C@H](C)N.CCO.CCO.CCO e_above_lowest_ev=1.396
O -15.213 -14.749 19.383
O -13.387 -14.234 14.289
O -9.547 -12.215 16.257
O -12.688 -20.687 17.402
O -13.675 -16.927 14.236
O -10.573 -19.550 15.735
O -8.807 -14.220 12.495
O -11.327 -14.159 16.383
N -5.280 -13.597 12.056
N -14.356 -18.140 11.540
N -9.382 -11.690 17.598
N -9.488 -20.471 15.847
N -10.608 -20.486 19.372
C -14.046 -13.409 13.312
C -6.844 -11.270 16.998
C -7.668 -11.064 19.345
C -14.468 -12.799 20.660
C -7.870 -11.827 17.999
C -7.471 -14.154 12.817
C -8.464 -22.342 14.524
C -9.623 -13.987 13.582
C -9.428 -9.349 16.514
C -12.698 -19.417 19.986
C -8.133 -18.487 15.087
C -10.897 -22.378 15.077
C -6.726 -15.109 10.727
C -7.100 -20.646 15.628
C -6.640 -13.885 11.586
C -9.682 -21.464 14.678
C -15.570 -13.744 13.183
C -7.251 -21.522 14.341
C -8.057 -19.174 17.416
C -11.469 -10.448 17.355
C -8.231 -19.670 15.910
C -13.612 -21.177 16.411
C -9.623 -9.615 18.940
C -9.942 -10.281 17.582
C -11.509 -16.195 17.834
C -12.070 -18.847 11.436
C -11.040 -15.562 16.576
C -14.027 -17.865 15.249
C -10.056 -20.763 13.339
C -12.730 -21.499 18.615
C -8.199 -9.597 19.325
C -14.388 -13.584 19.314
C -12.705 -17.450 13.329
C -13.208 -18.521 12.341
C -7.730 -13.296 18.165
C -12.036 -20.716 19.708
H -13.451 -22.268 16.250
H -8.520 -18.650 14.064
H -10.147 -8.563 16.335
H -14.237 -17.380 10.822
H -7.105 -13.034 11.109
H -6.199 -15.967 11.137
H -15.052 -17.659 12.161
H -16.016 -13.057 12.453
H -10.180 -12.942 16.257
H -9.967 -15.634 16.592
H -7.772 -15.480 10.734
H -10.224 -10.053 19.746
H -13.385 -13.861 18.984
H -7.075 -11.361 15.957
H -11.272 -17.206 17.915
H -16.091 -14.420 19.309
H -12.175 -18.298 10.427
H -13.511 -19.414 12.839
H -4.678 -14.049 11.389
H -7.411 -20.864 13.528
H -13.490 -20.679 15.447
H -6.704 -10.174 17.036
H -11.167 -15.709 18.789
H -12.023 -9.548 17.461
H -16.149 -13.680 14.140
H -12.352 -16.636 12.709
H -7.556 -9.088 18.604
H -9.926 -8.583 18.860
H -10.655 -13.996 13.187
H -14.638 -21.149 16.784
H -12.530 -18.631 19.250
H -8.157 -20.020 18.106
H -8.453 -8.971 16.825
H -13.907 -13.273 21.451
H -13.856 -12.384 13.681
H -12.089 -14.160 15.752
H -9.377 -9.983 15.628
H -6.353 -15.044 9.718
H -14.769 -18.581 14.877
H -6.728 -13.604 18.490
H -7.832 -13.832 17.213
H -8.798 -17.675 15.354
H -7.035 -18.238 15.085
H -13.766 -21.723 18.926
H -7.128 -15.091 13.299
H -11.984 -19.860 11.082
H -8.179 -11.546 20.148
H -11.995 -21.388 20.583
H -13.151 -18.300 15.762
H -8.388 -22.837 15.467
H -13.534 -13.478 12.363
H -10.035 -21.346 19.233
H -14.794 -12.950 18.516
H -11.891 -11.209 17.977
H -5.181 -12.593 11.930
H -15.712 -14.813 12.808
H -11.375 -16.108 15.645
H -8.827 -18.444 17.642
H -10.460 -19.747 13.447
H -9.437 -13.006 13.971
H -6.595 -11.191 19.585
H -6.151 -20.077 15.575
H -10.945 -23.101 14.266
H -15.463 -12.752 21.133
H -10.605 -22.823 16.045
H -12.214 -22.447 18.432
H -8.674 -23.126 13.752
H -5.904 -11.785 17.152
H -14.553 -17.358 16.051
H -11.216 -19.894 16.349
H -13.798 -19.483 20.130
H -7.025 -21.350 16.477
H -7.090 -18.710 17.546
H -11.062 -18.580 11.863
H -12.301 -19.014 20.922
H -9.501 -14.687 14.419
H -14.108 -11.810 20.419
H -11.838 -17.722 13.857
H -10.570 -19.976 18.476
H -6.293 -22.072 14.232
H -11.758 -21.760 15.116
H -8.398 -13.784 18.800
H -9.130 -20.627 12.746
H -13.594 -15.170 14.216
H -7.248 -13.271 13.487
H -11.681 -10.752 16.325
H -10.855 -21.337 12.881
H -12.616 -16.196 17.894
H -8.149 -9.195 20.374


Number 1: gap between HOMO and LUMO 0.32511 hartree. Number 2: gap between HOMO and LUMO 0.29577 hartree. Number 3: gap between HOMO and LUMO 0.31827 hartree.